## a
An isolated ion of composition C4H10NO3 and charge +1. Source: the OMol25 dataset; level of theory: the ωB97M-V functional and the def2-TZVPD basis.

```
18
C4H10NO3 the ωB97M-V functional and the def2-TZVPD basis
C -1.397 1.768 0.639
O -2.439 1.138 0.111
C -0.097 0.846 0.393
C -0.352 -0.312 -0.656
C 0.920 -1.106 -0.926
O 1.930 -0.961 -0.031
O 1.231 -1.987 -1.710
N 0.347 0.244 1.667
H -1.205 2.767 0.239
H -1.576 1.887 1.655
H -2.784 1.616 -0.792
H 0.799 1.501 -0.037
H -0.766 0.027 -1.650
H -1.228 -0.981 -0.255
H 2.718 -1.560 -0.314
H -0.177 0.659 2.478
H 1.402 0.461 1.702
H 0.167 -0.789 1.635
```

Calculated values
Total charge ... +1
SMILES ... [NH3+][C@H](CO)CC(=O)O
Lowest unoccupied orbital energy ... -3.598 eV

=====

## b
A 2-piece molecular cluster, C4H10NO3 overall. Source: the OMol25 dataset; level of theory: the ωB97M-V functional and the def2-TZVPD basis.

```
18
C4H10NO3 the ωB97M-V functional and the def2-TZVPD basis
O 0.752 2.432 1.622
C -0.191 1.842 1.185
C -0.065 0.477 0.533
C -1.149 -0.502 0.990
C -1.917 -1.101 -0.172
O -1.492 -1.065 -1.295
N 1.312 -0.069 0.705
H -1.217 2.251 1.107
H -0.200 0.681 -0.529
H -0.772 -1.268 1.675
H -1.878 0.032 1.607
H -2.838 -1.662 0.062
H 1.749 -0.213 -0.210
H 1.974 0.612 1.113
H 1.337 -0.887 1.320
H 2.296 -0.667 -3.440
H 0.737 -0.623 -3.321
O 1.562 -0.271 -2.953
```

Calculated values
Total charge ... +1
Lowest unoccupied orbital energy ... -3.571 eV

=====

In eV, relative to the most stable structure: a 0.732; b 0.000.

=====

## a
A 2-piece molecular cluster, C4H10FP overall. Source: the OMol25 dataset; level of theory: the ωB97M-V functional and the def2-TZVPD basis.

```
16
C4H10FP the ωB97M-V functional and the def2-TZVPD basis
C -2.852 0.589 0.409
C 1.009 1.132 0.028
C 1.716 -1.784 0.001
C -0.909 -0.759 -0.159
F -1.520 -1.949 -0.220
P 0.586 -0.494 0.907
H -3.181 1.247 -0.502
H -2.394 1.124 1.254
H -3.504 -0.271 0.665
H 0.081 1.592 0.220
H 1.200 0.892 -1.090
H 1.926 1.521 0.611
H 1.069 -2.480 -0.577
H 2.195 -2.455 0.784
H 2.462 -1.144 -0.282
H -0.679 -0.250 -1.178
```

Calculated values
Lowest unoccupied orbital energy (alpha / beta) ... 0.449 / 0.449 eV

=====

## b
A 2-piece molecular cluster, C4H10FP overall. Source: the OMol25 dataset; level of theory: the ωB97M-V functional and the def2-TZVPD basis.

```
16
C4H10FP the ωB97M-V functional and the def2-TZVPD basis
C 0.887 -0.363 -1.435
C 0.077 -1.628 1.281
C -1.420 1.505 -0.304
C 0.970 -0.066 0.021
F 2.249 -0.107 0.479
P 0.206 1.622 0.565
H 1.206 -1.418 -1.727
H -0.141 -0.148 -1.815
H 1.448 0.454 -1.927
H -0.934 -1.965 0.973
H 0.169 -1.183 2.281
H 0.746 -2.506 1.194
H -1.209 1.933 -1.271
H -1.953 2.243 0.297
H -2.085 0.635 -0.280
H -0.215 0.991 1.670
```

Calculated values
Lowest unoccupied orbital energy ... 0.913 eV

=====

In eV, relative to the most stable structure: a 1.523; b 0.000.

=====

## a
A 14-piece molecular cluster, C5H37NO15 overall. Source: the OMol25 dataset; level of theory: the ωB97M-V functional and the def2-TZVPD basis.

```
58
C5H37NO15 the ωB97M-V functional and the def2-TZVPD basis
O -1.155 1.366 1.347
C -0.155 0.969 0.726
N -0.060 -0.274 0.246
C 1.245 -0.880 -0.066
C 1.850 -1.598 1.193
C 3.294 -1.203 1.422
O 1.078 -1.381 2.372
C 1.082 -1.870 -1.200
H 0.680 1.639 0.543
H -0.794 -0.950 0.430
H 1.878 -0.030 -0.325
H 1.751 -2.689 1.084
H 3.401 -0.120 1.485
H 3.935 -1.541 0.611
H 3.628 -1.638 2.366
H 1.083 -0.453 2.689
H 2.052 -2.282 -1.503
H 0.486 -2.724 -0.908
H 0.630 -1.415 -2.080
H 1.047 4.474 1.309
H 0.802 5.881 0.719
O 0.467 4.965 0.676
H -4.028 0.177 -1.606
H -3.135 -0.221 -0.407
O -3.092 0.040 -1.391
H -0.549 0.901 -3.455
H 0.732 0.229 -4.069
O -0.237 0.206 -4.095
H -0.565 -2.099 2.170
H -1.281 -3.178 1.280
O -1.450 -2.367 1.814
H 2.308 2.661 -0.663
H 3.850 2.683 -0.438
O 3.058 2.265 -0.125
H -1.399 -5.239 0.564
H -1.021 -4.374 -0.667
O -0.839 -4.510 0.298
H -1.901 1.310 -1.730
H -1.887 2.562 -2.636
O -1.295 1.959 -2.181
H -0.141 1.291 3.266
H 0.875 1.107 4.447
O 0.793 1.096 3.482
H -2.623 0.325 1.384
H -2.788 -1.240 1.458
O -3.230 -0.414 1.143
H -1.670 -3.262 -2.583
H -0.962 -4.565 -3.031
O -1.506 -4.203 -2.307
H -2.450 -1.205 -2.486
H -1.363 -1.128 -3.615
O -2.020 -1.733 -3.197
H 1.811 2.479 2.764
H 2.727 2.837 1.501
O 2.320 3.205 2.319
H 0.677 4.079 -0.736
H 0.182 2.945 -1.678
O 0.995 3.464 -1.437
```

Calculated values
Lowest unoccupied orbital energy ... 0.320 eV

=====

## b
A 14-piece molecular cluster, C5H37NO15 overall. Source: the OMol25 dataset; level of theory: the ωB97M-V functional and the def2-TZVPD basis.

```
58
C5H37NO15 the ωB97M-V functional and the def2-TZVPD basis
C -0.040 -1.243 1.112
N -0.468 -0.622 0.026
C 2.202 -0.472 -2.708
C 1.583 -0.957 -1.377
C 0.451 -0.004 -0.984
C 0.992 1.301 -0.455
O 0.266 2.516 -0.817
O 1.174 -1.281 1.422
H -0.733 -1.767 1.768
H -1.474 -0.648 -0.192
H 2.256 -1.284 -3.450
H 1.561 0.199 -3.266
H 3.223 -0.178 -2.587
H 1.323 -2.016 -1.329
H 2.378 -0.844 -0.663
H -0.215 0.157 -1.819
H 1.004 1.314 0.633
H 2.039 1.483 -0.733
H -0.392 2.306 -1.503
H 2.997 4.672 -0.130
H 1.799 3.739 -0.151
O 2.194 4.474 0.359
H -1.254 1.488 4.316
H -0.273 1.252 3.203
O -1.204 1.024 3.458
H -3.564 0.930 0.720
H -4.302 -0.449 1.001
O -3.765 0.022 0.349
H 0.970 -4.974 -1.349
H 1.284 -4.425 0.102
O 0.587 -4.806 -0.485
H 1.842 1.734 2.429
H 0.867 3.015 2.591
O 1.166 2.193 3.000
H 3.322 -3.707 0.877
H 2.174 -2.872 1.539
O 2.409 -3.791 1.252
H -2.312 -4.313 1.301
H -0.913 -4.298 0.588
O -1.702 -3.733 0.810
H -1.687 3.058 -3.285
H -0.909 1.921 -3.796
O -0.795 2.753 -3.357
H -2.329 -3.582 -1.623
H -1.384 -3.570 -2.798
O -2.351 -3.684 -2.590
H -3.390 -0.092 -1.378
H -3.122 -1.227 -2.321
O -2.806 -0.295 -2.146
H 3.369 0.128 2.506
H 2.269 -0.103 1.538
O 3.055 0.504 1.652
H -0.279 3.631 0.475
H -0.049 4.854 1.320
O -0.571 4.062 1.301
H -2.513 1.557 2.227
H -2.702 2.815 1.489
O -3.257 2.138 1.930
```

Calculated values
Lowest unoccupied orbital energy ... 0.191 eV

=====

In eV, relative to the most stable structure: a 0.000; b 2.063.

=====

## a
An isolated ion of composition C5H9N3 and charge +2. Source: the OMol25 dataset; level of theory: the ωB97M-V functional and the def2-TZVPD basis.

```
17
C5H9N3 the ωB97M-V functional and the def2-TZVPD basis
C 0.367 0.880 0.297
C -0.797 0.310 0.452
C 1.745 -1.014 -0.119
C 2.865 0.979 0.267
C -2.804 -1.061 -0.206
N 1.633 0.235 0.283
N 1.673 -2.181 -0.269
N -1.832 -0.300 0.644
H 0.476 1.947 0.172
H 3.231 1.266 -0.675
H 3.614 0.368 0.759
H 2.544 1.864 0.744
H -2.711 -2.099 0.153
H -3.841 -0.761 -0.203
H -2.397 -1.167 -1.290
H 1.691 -3.226 -0.318
H -2.133 -0.203 1.651
```

Calculated values
Total charge ... +2
SMILES ... C[NH+]=C=CN(C)C#[NH+]
Lowest unoccupied orbital energy ... -9.162 eV

=====

## b
An isolated ion of composition C5H9N3 and charge +2. Source: the OMol25 dataset; level of theory: the ωB97M-V functional and the def2-TZVPD basis.

```
17
C5H9N3 the ωB97M-V functional and the def2-TZVPD basis
C -0.470 -0.992 -1.717
C 1.129 0.483 -0.526
C 0.883 -0.177 -1.712
C -1.443 0.500 1.301
C -0.741 -0.696 1.826
N -1.063 -1.047 -0.619
N 1.850 1.274 0.162
N -0.655 -0.374 0.402
H -0.904 -1.536 -2.479
H 1.694 -1.042 -1.990
H 0.758 0.341 -2.822
H -2.642 0.523 1.137
H -1.237 1.501 1.455
H 0.016 -0.390 2.552
H -1.443 -1.527 2.107
H 2.459 1.908 -0.216
H 1.810 1.251 1.137
```

Calculated values
Total charge ... +2
Lowest unoccupied orbital energy (alpha / beta) ... -10.669 / -10.668 eV

=====

In eV, relative to the most stable structure: a 0.000; b 2.998.